(a)
23
Properties=species:S:1:pos:R:3 method="wB97M-V/def2-TZVPD" charge=0 homo_lumo_gap_ev=9.9 smiles="C=CC[C@H](C)NC.O"
C -3.153 0.495 0.474
C -2.295 -0.376 -0.045
C -1.297 -0.014 -1.093
C 0.117 0.313 -0.571
C 1.068 0.426 -1.751
N 0.659 -0.600 0.425
C 0.183 -0.465 1.801
H -3.822 0.144 1.251
H -3.191 1.515 0.119
H -2.280 -1.407 0.284
H -1.637 0.889 -1.594
H -1.206 -0.795 -1.843
H 0.006 1.265 -0.063
H 0.545 0.646 -2.681
H 1.656 -0.487 -1.855
H 1.783 1.239 -1.611
H 0.568 -1.554 0.102
H -0.061 0.582 2.008
H -0.724 -1.034 2.009
H 0.985 -0.759 2.481
O 3.578 0.190 0.533
H 2.662 -0.128 0.672
H 3.462 1.025 0.058

---

(b)
23
Properties=species:S:1:pos:R:3 method="wB97M-V/def2-TZVPD" charge=0 homo_lumo_gap_ev=9.7 smiles="C=CCCNCC.O"
C 0.563 -1.255 2.085
C -0.572 -0.593 1.916
C -1.282 -0.385 0.621
C -0.842 -1.257 -0.568
N 0.350 -0.672 -1.198
C 0.103 0.180 -2.354
C 0.314 1.673 -2.134
H 0.983 -1.440 3.063
H 1.054 -1.710 1.232
H -1.145 -0.295 2.788
H -1.242 0.659 0.298
H -2.349 -0.596 0.772
H -1.697 -1.246 -1.248
H -0.586 -2.252 -0.209
H 1.059 -1.365 -1.378
H -0.896 -0.005 -2.766
H 0.763 -0.102 -3.181
H 0.094 2.126 -3.104
H -0.357 2.162 -1.425
H 1.314 1.898 -1.768
O 0.932 1.697 1.819
H 1.756 2.187 1.884
H 1.148 1.002 1.178

---

What should be chosen as the least stable of them? Choose (b).

---

(a)
28
Properties=species:S:1:pos:R:3 method="wB97M-V/def2-TZVPD" charge=+1 homo_lumo_gap_ev=10.7
C 0.376 1.734 -1.224
C 0.945 1.499 -0.028
N 1.324 0.166 0.036
C 0.903 -0.423 -1.091
N 0.555 0.541 -1.952
H -0.052 2.576 -1.720
H 1.316 2.233 0.701
H 1.845 -0.308 0.766
H 1.002 -1.448 -1.350
H -0.014 0.447 -2.812
H 0.187 1.981 -4.603
H -1.057 1.212 -4.488
O -0.099 1.059 -4.511
H -2.787 1.507 1.615
H -2.163 0.281 0.907
O -1.955 1.055 1.466
H 1.101 -1.240 3.214
H 1.799 -2.548 2.934
O 1.421 -1.789 2.480
H -2.554 -0.683 -1.048
H -1.597 -1.527 -0.092
O -1.661 -0.780 -0.712
H 0.753 1.200 4.194
H -0.295 1.225 3.076
O 0.572 0.855 3.309
H -1.138 -3.820 0.939
H -0.533 -2.567 1.730
O -1.038 -2.852 0.962

---

(b)
28
Properties=species:S:1:pos:R:3 method="wB97M-V/def2-TZVPD" charge=+1 homo_lumo_gap_ev=11.0
C -2.214 1.553 0.856
C -1.668 1.656 2.093
N -0.499 0.952 2.083
C -0.355 0.351 0.917
N -1.399 0.670 0.175
H -3.163 1.804 0.447
H -2.138 2.181 2.905
H 0.298 0.959 2.748
H 0.444 -0.287 0.607
H -1.454 0.347 -0.781
H -2.076 -1.384 -3.248
H -2.318 -0.072 -3.753
O -2.543 -0.583 -2.965
H -1.357 -1.699 2.983
H -0.982 -2.708 2.068
O -0.726 -1.788 2.249
H 3.513 -0.504 -4.398
H 2.198 -1.363 -4.379
O 2.939 -1.051 -3.854
H 0.258 -0.034 -2.320
H 1.114 -0.878 -3.273
O 0.216 -0.550 -3.130
H 2.445 0.846 3.347
H 1.735 1.142 4.635
O 1.691 1.347 3.691
H 3.218 -1.768 -0.094
H 2.943 -1.092 -1.312
O 2.696 -1.001 -0.374

---

What should be chosen as the least stable of them? Choose (b).

---

(a)
30
Properties=species:S:1:pos:R:3 method="wB97M-V/def2-TZVPD" charge=0 homo_lumo_gap_ev=9.3 smiles="NC(N)=O.NC(N)=O.NC(N)=O.O.O"
N 0.142 3.389 1.823
C -0.174 2.883 0.675
N 0.768 2.218 0.051
O -1.221 3.154 0.145
H -0.455 4.034 2.319
H 1.012 3.093 2.242
H 0.650 2.210 -0.952
H 1.629 2.042 0.549
N -0.641 -3.464 1.244
C -1.297 -3.404 2.400
N -1.975 -2.297 2.453
O -1.182 -4.112 3.376
H -0.625 -2.722 0.559
H -0.362 -4.418 1.065
H -2.016 -1.714 1.629
H -2.436 -2.232 3.349
N -0.021 -0.612 -2.680
C -0.045 0.573 -3.147
N -0.632 0.584 -4.277
O 0.501 1.531 -2.617
H 0.422 -0.804 -1.793
H -0.592 -1.341 -3.083
H -0.730 1.436 -4.811
H -1.016 -0.219 -4.752
O 2.889 0.480 0.940
H 2.730 0.288 1.864
H 3.718 0.958 0.933
O 0.194 -0.877 0.225
H -0.329 -0.104 0.011
H 1.094 -0.555 0.263

---

(b)
30
Properties=species:S:1:pos:R:3 method="wB97M-V/def2-TZVPD" charge=0 homo_lumo_gap_ev=9.6 smiles="NC(N)=O.NC(N)=O.NC(N)=O.O.O"
N -0.903 2.597 -0.118
C -2.194 3.059 -0.203
N -2.351 4.352 0.235
O -3.115 2.419 -0.674
H -0.174 3.277 -0.228
H -0.760 1.612 -0.266
H -3.225 4.828 0.133
H -1.663 4.720 0.866
N 3.010 -1.925 -0.463
C 2.151 -2.949 -0.153
N 2.477 -3.739 0.907
O 1.159 -3.184 -0.845
H 2.601 -1.242 -1.080
H 3.743 -1.744 0.197
H 1.790 -4.427 1.155
H 3.290 -3.589 1.472
N -1.659 0.307 2.087
C -1.336 -0.646 1.174
N -0.684 -1.751 1.657
O -1.573 -0.521 -0.019
H -1.988 1.194 1.752
H -1.492 0.186 3.068
H -0.277 -1.751 2.573
H -0.422 -2.446 0.978
O 0.892 1.846 -2.924
H 0.812 1.042 -2.388
H 1.396 1.563 -3.691
O 0.359 -0.825 -2.020
H -0.479 -0.599 -1.587
H 0.615 -1.666 -1.594

---

What should be chosen as the least stable of them? Choose (a).

---

(a)
13
Properties=species:S:1:pos:R:3 method="wB97M-V/def2-TZVPD" charge=0 homo_lumo_gap_ev=9.8
C -1.977 -0.887 0.072
C 0.191 0.776 -0.035
C 1.025 0.320 1.199
C 0.824 -0.069 -1.151
H -1.068 -1.484 -0.033
H 0.517 1.828 -0.401
H 1.579 1.126 1.815
H 0.362 -0.289 1.909
H 1.144 0.624 -1.978
H 0.108 -0.803 -1.516
O -3.095 -1.270 0.181
S -1.674 0.873 -0.077
S 2.063 -0.744 0.015

---

(b)
13
Properties=species:S:1:pos:R:3 method="wB97M-V/def2-TZVPD" charge=0 homo_lumo_gap_ev=5.6
C 0.861 -1.176 0.312
C 2.065 -0.446 -0.024
C -0.136 -1.415 -0.811
C 0.077 1.517 1.139
O 0.709 -1.715 1.407
S 2.941 0.180 -1.308
S 3.527 -0.003 0.795
H -0.295 -0.608 -1.445
H -1.011 -1.826 -0.356
H 0.188 -2.195 -1.651
H -0.544 2.085 0.461
H 1.095 1.982 1.359
H -0.212 1.154 2.097

---

(c)
13
Properties=species:S:1:pos:R:3 method="wB97M-V/def2-TZVPD" charge=0 homo_lumo_gap_ev=8.5 smiles="CSC(=S)[C@H]1CO1"
C -1.496 -0.995 2.074
S -1.351 0.421 1.011
C -0.050 -0.015 -0.035
S 0.784 -1.430 -0.005
C 0.301 1.099 -0.975
C 1.704 1.405 -1.323
O 0.865 0.728 -2.219
H -2.299 -0.714 2.761
H -0.539 -1.136 2.646
H -1.752 -1.870 1.507
H -0.437 1.831 -1.114
H 1.895 2.381 -1.672
H 2.523 0.849 -0.917

---

(d)
13
Properties=species:S:1:pos:R:3 method="wB97M-V/def2-TZVPD" charge=0 homo_lumo_gap_ev=9.4
C 0.308 -0.075 -0.053
C -0.602 -0.194 -1.345
C -0.751 -0.593 0.890
C 0.465 1.380 0.315
H 2.344 -0.997 0.835
H -0.397 -1.121 -1.881
H -0.629 0.712 -1.993
H -0.625 -1.670 1.232
H -0.907 -0.049 1.834
H 0.619 1.584 1.359
O 0.371 2.307 -0.467
S 1.883 -0.889 -0.411
S -2.079 -0.395 -0.315

---

What should be chosen as the least stable of them? Choose (b).

---

(a)
22
Properties=species:S:1:pos:R:3 method="wB97M-V/def2-TZVPD" charge=0 homo_lumo_gap_ev=8.7
C -2.677 -1.266 0.696
C -3.069 -0.096 -0.292
C -2.183 0.768 -0.628
C -0.683 0.610 -0.306
C -0.077 1.771 0.216
C 1.336 1.858 0.216
C 2.016 0.732 0.061
C 1.378 -0.511 -0.266
C 0.054 -0.614 -0.468
O 2.230 -1.477 -0.348
C 3.474 -0.834 -0.066
O 3.345 0.567 0.103
H -1.580 -1.196 1.045
H -2.655 -2.302 0.198
H -3.319 -1.340 1.632
H -4.165 0.034 -0.464
H -2.525 1.568 -1.366
H -0.578 2.800 0.154
H 1.843 2.805 0.449
H -0.396 -1.544 -0.600
H 4.310 -1.047 -0.815
H 3.923 -1.289 0.849

---

(b)
22
Properties=species:S:1:pos:R:3 method="wB97M-V/def2-TZVPD" charge=0 homo_lumo_gap_ev=9.4 smiles="O=C(O)C1Cc2ccccc2C1"
O -2.841 0.360 -0.046
C -1.944 1.113 -0.484
O -1.817 1.642 -1.718
C -0.742 1.682 0.546
C -0.677 0.626 1.705
C -0.055 -0.439 0.791
C 0.233 -1.733 0.949
C 1.022 -2.556 0.099
C 1.785 -1.973 -0.954
C 1.485 -0.634 -1.178
C 0.639 0.065 -0.357
C 0.485 1.560 -0.259
H -2.300 1.329 -2.473
H -0.998 2.547 1.066
H -1.512 0.065 2.127
H 0.101 0.974 2.351
H -0.059 -2.223 1.839
H 0.940 -3.667 0.272
H 2.437 -2.563 -1.593
H 2.050 -0.138 -1.884
H 1.297 1.876 0.374
H 0.470 2.085 -1.176

---

What should be chosen as the least stable of them? Choose (a).

---

(a)
22
Properties=species:S:1:pos:R:3 method="wB97M-V/def2-TZVPD" charge=0 homo_lumo_gap_ev=8.0
C 4.780 0.075 -0.039
C 3.227 0.196 -0.447
C 2.355 -0.683 0.354
C 1.018 -0.289 0.051
C 0.757 1.083 0.294
C -0.421 1.644 -0.053
C -1.453 0.681 -0.112
C -3.586 -0.276 0.081
C -1.295 -0.675 0.022
C -0.013 -1.178 -0.209
H 5.229 -0.797 1.119
H 5.463 0.582 -0.608
H 2.908 0.376 -1.566
H 2.616 -0.851 1.405
H 2.470 -1.934 0.098
H 1.564 1.704 0.936
H -0.794 2.787 -0.127
H -4.142 -0.631 -0.868
H -4.353 -0.469 0.797
H 0.215 -2.200 -0.642
O -2.929 0.993 0.002
O -2.494 -1.248 -0.027

---

(b)
22
Properties=species:S:1:pos:R:3 method="wB97M-V/def2-TZVPD" charge=0 homo_lumo_gap_ev=8.2
C 2.802 -1.761 0.008
O 1.424 -1.368 0.169
C 1.077 -0.088 0.036
C 1.967 0.994 0.090
C 1.405 2.264 0.038
C 0.045 2.534 -0.001
C -0.827 1.436 -0.122
C -0.344 0.147 -0.097
C -1.201 -1.102 -0.063
C -2.567 -1.369 -0.078
C -3.826 -0.476 0.061
O -3.826 0.719 0.165
H 3.329 -1.461 0.952
H 3.135 -1.130 -0.901
H 2.819 -2.860 -0.270
H 3.052 0.865 0.270
H 2.059 3.133 0.016
H -0.402 3.485 -0.119
H -1.866 1.567 -0.151
H -0.637 -2.067 -0.159
H -2.792 -2.418 -0.138
H -4.827 -1.046 0.295

---

What should be chosen as the least stable of them? Choose (a).